Computed, not measured: C30H40N10 as an isolated structure, with ωB97M-V/def2-TZVPD.

Geometry as XYZ:
```
80
Properties=species:S:1:pos:R:3:forces:R:3
C -1.48096 1.72214 4.28305 0.480 0.945 1.431
C -1.03845 2.54178 5.40189 0.904 0.495 0.782
N -0.58831 3.14852 6.28288 -0.709 -0.674 -1.037
H -2.15644 0.92659 4.59757 0.774 0.898 1.229
H -0.72262 1.22514 3.67807 0.420 0.380 1.845
H -1.90610 2.29327 3.45773 -0.180 0.488 0.901
C 0.67411 -0.17897 0.06699 -1.284 1.673 2.968
C -0.06801 0.31998 1.24846 0.405 -0.577 2.463
N -0.66664 0.71264 2.18381 3.860 -2.424 -4.151
H 0.01578 -0.82715 -0.51143 0.223 1.221 0.858
H 1.53542 -0.74354 0.42408 -1.365 1.417 0.057
H 1.14921 0.60400 -0.52406 -1.027 -0.271 2.029
C -1.12186 -4.57421 0.61161 0.388 0.097 -0.574
C -0.38368 -3.46980 0.02812 1.454 2.473 -0.624
N 0.17037 -2.55262 -0.44870 -1.690 -5.470 2.045
H -1.00071 -4.60958 1.69428 0.028 -0.030 -0.130
H -0.67843 -5.43739 0.11524 -0.346 -0.428 0.347
H -2.16623 -4.46216 0.32031 -0.034 -0.197 0.129
C -1.97946 -2.00595 -2.06318 0.137 -0.756 -1.625
C -1.60029 -2.84333 -3.18395 -0.065 -3.642 -2.605
N -1.34386 -3.61273 -4.04556 -1.009 2.327 2.672
H -1.10747 -1.96132 -1.41070 -0.552 0.221 -0.851
H -2.79587 -2.37057 -1.43978 -0.259 -0.269 -0.407
H -2.20363 -0.99327 -2.39833 0.030 -1.251 -1.232
C -3.19166 0.47580 2.60613 -0.764 -0.729 -0.339
C -3.48462 1.83890 2.22997 -1.810 2.291 -0.238
N -3.69142 2.94885 1.92732 0.134 -2.133 2.293
H -2.34926 0.18585 1.97812 -0.769 -0.321 0.424
H -3.97175 -0.27705 2.49309 -0.423 0.537 -0.132
H -2.85252 0.54688 3.63959 -1.080 -1.057 -1.391
N 0.33194 0.19701 -3.40192 -1.312 1.956 -0.516
C 1.04154 0.30888 -2.22505 -0.388 -1.291 -4.356
C 1.42291 -0.97354 -2.00193 1.641 -2.027 -1.117
C 0.92840 -1.85601 -2.99105 -1.203 1.364 -2.177
C 0.11556 -1.07181 -3.87762 3.107 0.388 1.730
H -0.13187 1.00440 -3.79318 -0.017 -0.175 -0.062
H 1.24603 1.29233 -1.82829 -0.068 -1.062 -0.735
H 2.01292 -1.32393 -1.16796 0.044 0.055 -0.912
H 1.07090 -2.90684 -3.19560 0.163 0.061 0.654
H -0.35844 -1.20555 -4.83878 0.010 -0.247 0.309
N 2.12898 -2.84699 3.62609 0.577 -0.447 -0.169
C 1.91814 -1.86969 2.68573 -0.699 1.158 0.418
C 2.02421 -2.35220 1.43980 2.805 -3.080 0.194
C 2.56674 -3.68584 1.62780 -0.084 -1.721 1.290
C 2.56358 -4.04420 2.99822 -0.692 3.621 -1.156
H 2.36859 -2.67839 4.59266 -0.400 0.207 -0.173
H 1.71172 -0.81780 2.81730 -0.188 -0.164 1.098
H 1.96022 -1.85720 0.48206 0.700 -1.613 0.951
H 2.99422 -4.36151 0.90176 -0.410 0.088 -0.365
H 2.83864 -4.80853 3.70993 0.187 -0.421 -0.794
N 2.87461 2.10146 -0.68996 4.135 -4.943 2.248
C 3.24805 2.12756 -1.93760 1.205 0.646 -3.015
C 3.85698 0.95889 -2.28949 0.673 -0.211 0.447
C 3.89682 0.20539 -1.09265 0.492 -0.535 0.177
C 3.31122 0.94595 -0.08287 0.520 -0.391 -1.365
H 2.30675 2.79768 -0.22853 3.548 -3.136 -0.319
H 3.01273 2.97958 -2.55815 0.462 -0.507 -0.084
H 4.21213 0.65556 -3.26328 -0.048 0.103 0.105
H 4.21785 -0.82518 -1.05733 0.235 0.066 0.309
H 3.04775 0.66505 0.92613 0.206 0.282 -0.006
N -3.11974 2.25238 -0.27078 -0.141 0.291 -1.374
C -2.22077 1.24190 -0.12045 -1.368 0.847 0.401
C -2.56761 0.26743 -0.98744 -0.156 -0.903 1.325
C -3.76809 0.59152 -1.62426 -1.268 2.745 0.704
C -4.12541 1.92887 -1.12011 1.457 -2.920 -1.305
H -3.11599 3.13184 0.22585 0.213 -0.297 -0.200
H -1.37038 1.27890 0.54426 -1.655 0.692 -0.789
H -2.03717 -0.67042 -1.06148 -0.473 2.090 1.514
H -4.31961 -0.07533 -2.27042 -0.153 0.333 -0.104
H -4.91450 2.63874 -1.31963 -0.015 -0.292 -0.080
N 0.50462 3.23042 -1.96143 -1.896 -0.655 0.575
C -0.17040 2.49562 -0.95277 1.049 2.028 -1.614
C 0.52494 2.73690 0.19603 -2.382 0.042 1.090
C 1.50697 3.62750 -0.07732 -2.324 8.172 -0.182
C 1.55656 3.88497 -1.45328 -2.546 3.154 1.037
H 0.10467 3.37961 -2.87679 0.253 -0.090 0.088
H -1.06629 1.91899 -1.12963 1.122 0.483 -0.958
H 0.46636 2.29096 1.17792 -0.396 0.496 -0.427
H 2.24682 3.98277 0.62468 -0.287 0.473 0.136
H 2.15059 4.54116 -2.07211 -0.103 0.049 0.418
```
Positions in Å, forces in eV/Å.

## Properties
total energy = -46639.7635 eV
E_HOMO = -7.59 eV
orbital gap = 7.805 eV
E_LUMO = 0.21 eV
energy relative to the best compared isomer or geometry (same formula, charge and spin) = 391.5 kcal/mol